(1)
ORCA calculation (the ωB97M-V functional and the def2-TZVPD basis) on a cluster of 17 separate species, H34O17 in total.

Last column: natural (NBO) charge in e.
Geometry (Å):
O: 2.51 1.93 -0.39  -0.969
H: 2.51 2.88 -0.44  0.465
H: 1.77 1.79 -0.95  0.495
O: 2.21 -0.07 -2.46  -0.938
H: 3.10 -0.42 -2.50  0.467
H: 1.92 -0.55 -1.65  0.467
O: -2.85 -0.65 -1.18  -0.932
H: -3.42 -0.42 -0.44  0.472
H: -2.43 0.19 -1.17  0.487
O: -0.32 0.38 -0.16  -1.012
H: 0.11 0.64 0.69  0.493
H: 0.14 -0.42 -0.46  0.500
O: -0.43 -0.78 -3.09  -0.959
H: -0.58 -0.69 -4.04  0.472
H: 0.18 -1.50 -3.10  0.482
O: -1.03 -2.49 -0.55  -1.029
H: -1.57 -1.83 -0.98  0.517
H: -1.17 -2.39 0.39  0.496
O: 0.12 1.76 -2.45  -1.007
H: -0.21 1.49 -1.56  0.484
H: 0.52 0.91 -2.69  0.491
O: -2.45 2.31 -1.75  -0.937
H: -2.42 2.06 -0.85  0.476
H: -2.24 3.28 -1.69  0.446
O: -0.64 -1.57 2.02  -0.986
H: -0.65 -2.34 2.68  0.502
H: 0.11 -1.62 1.44  0.500
O: 1.76 -1.43 0.21  -0.971
H: 2.60 -1.11 0.53  0.504
H: 2.22 -2.07 -0.37  0.496
O: 2.41 -0.52 3.30  -0.962
H: 2.49 -0.32 4.24  0.463
H: 1.73 0.09 3.01  0.478
O: 0.96 -2.94 -2.31  -0.978
H: 0.90 -3.81 -2.68  0.476
H: 0.13 -3.05 -1.86  0.506
O: 0.85 1.26 2.05  -0.936
H: 1.23 2.07 1.68  0.519
H: 0.59 1.69 2.84  0.466
O: 0.74 -3.84 0.94  -0.949
H: 1.25 -3.43 1.66  0.454
H: 0.82 -3.09 0.30  0.482
O: -0.26 3.44 0.14  -0.945
H: -0.65 3.93 -0.59  0.481
H: -0.66 3.96 0.93  0.465
O: -2.71 1.78 0.85  -0.990
H: -3.08 1.99 1.71  0.495
H: -1.87 1.29 0.99  0.507
O: -1.82 0.72 3.21  -0.946
H: -1.20 0.08 2.92  0.496
H: -1.27 1.43 3.61  0.443

## Properties
Orbital gap   8.62 eV

***

(2)
ORCA calculation (the ωB97M-V functional and the def2-TZVPD basis) on a cluster of 17 separate species, H34O17 in total.

Last column: natural (NBO) charge in e.
Geometry (Å):
O: -7.12 20.93 -16.19  -0.971
H: -7.53 21.69 -15.74  0.459
H: -7.52 20.91 -17.08  0.496
O: -9.43 24.27 -22.05  -0.943
H: -8.77 23.83 -21.52  0.493
H: -8.90 25.07 -22.24  0.473
O: -7.45 22.97 -20.34  -0.985
H: -7.73 22.21 -20.83  0.513
H: -6.57 23.16 -20.60  0.479
O: -7.95 20.37 -18.76  -0.945
H: -7.51 20.55 -19.56  0.491
H: -7.96 19.43 -18.55  0.494
O: -8.97 21.01 -21.71  -1.023
H: -9.26 20.12 -21.60  0.495
H: -9.76 21.54 -21.90  0.516
O: -8.85 25.38 -19.17  -0.936
H: -8.05 25.54 -19.67  0.478
H: -8.56 25.84 -18.40  0.470
O: -11.54 24.33 -20.44  -0.994
H: -11.50 24.93 -19.70  0.480
H: -10.75 24.47 -20.98  0.515
O: -12.80 20.37 -20.08  -0.999
H: -13.51 19.81 -20.20  0.486
H: -12.52 20.35 -19.15  0.516
O: -11.49 22.05 -21.95  -0.983
H: -11.80 22.95 -21.74  0.487
H: -12.11 21.48 -21.49  0.501
O: -7.90 23.30 -17.60  -0.961
H: -8.24 23.62 -18.47  0.487
H: -8.46 23.79 -16.97  0.462
O: -12.38 20.12 -17.42  -0.951
H: -11.99 19.28 -17.35  0.475
H: -11.68 20.72 -17.12  0.504
O: -12.59 22.90 -17.51  -0.931
H: -12.55 23.76 -17.91  0.435
H: -11.78 22.50 -17.81  0.480
O: -10.25 19.31 -19.64  -0.984
H: -10.87 20.02 -19.77  0.480
H: -9.55 19.86 -19.34  0.477
O: -14.03 22.82 -20.28  -0.961
H: -13.44 22.06 -20.25  0.473
H: -13.35 23.51 -20.29  0.460
O: -10.28 24.29 -16.39  -0.952
H: -10.66 24.74 -17.11  0.491
H: -9.85 24.91 -15.76  0.493
O: -10.29 22.28 -19.06  -1.017
H: -10.53 23.02 -19.70  0.493
H: -9.51 22.58 -18.51  0.486
O: -10.19 21.56 -16.13  -0.963
H: -10.20 22.54 -16.14  0.490
H: -10.33 21.45 -15.20  0.469

## Properties
Orbital gap   9.27 eV

***

(3)
ORCA calculation (the ωB97M-V functional and the def2-TZVPD basis) on a cluster of 17 separate species, H34O17 in total.

Last column: natural (NBO) charge in e.
Geometry (Å):
O: 0.48 0.90 -1.23  -0.972
H: -0.30 0.36 -1.17  0.491
H: 1.23 0.49 -0.82  0.478
O: 4.43 3.12 -1.61  -0.952
H: 3.60 2.67 -1.43  0.491
H: 4.91 2.44 -2.10  0.467
O: -0.66 3.91 -3.95  -0.981
H: -0.63 3.47 -3.14  0.494
H: -1.42 3.97 -4.53  0.487
O: -3.53 -4.12 0.16  -0.923
H: -4.02 -3.34 -0.10  0.458
H: -2.69 -3.97 -0.30  0.473
O: 0.97 -4.52 -2.68  -0.931
H: 0.06 -4.72 -2.44  0.464
H: 0.94 -3.61 -2.38  0.468
O: 2.37 -1.02 1.61  -0.950
H: 2.59 -1.35 2.47  0.474
H: 3.06 -0.44 1.30  0.476
O: -1.97 4.13 1.01  -0.963
H: -2.66 3.83 1.59  0.469
H: -2.28 4.13 0.11  0.490
O: 3.83 -3.36 -1.58  -0.927
H: 4.74 -3.41 -1.86  0.460
H: 3.39 -3.53 -2.41  0.467
O: -2.72 2.21 -0.40  -0.999
H: -2.96 2.03 -1.31  0.461
H: -1.82 1.86 -0.25  0.512
O: -3.65 -2.42 -2.88  -0.925
H: -4.07 -2.97 -2.21  0.453
H: -3.92 -2.93 -3.65  0.472
O: -1.03 0.61 0.76  -1.036
H: -1.74 0.06 1.05  0.511
H: -0.31 1.09 1.16  0.548
O: 4.64 2.77 1.24  -0.985
H: 5.08 2.85 0.39  0.491
H: 3.85 3.30 1.30  0.484
O: 2.32 4.01 -0.20  -0.953
H: 2.77 4.85 -0.33  0.477
H: 1.49 4.30 0.16  0.480
O: -1.07 -3.57 3.62  -0.956
H: -2.00 -3.54 3.36  0.492
H: -0.77 -4.47 3.71  0.475
O: -0.80 -3.01 1.04  -0.978
H: -0.33 -3.11 1.87  0.514
H: -1.71 -3.26 1.10  0.451
O: -0.44 2.23 2.96  -0.960
H: -1.21 2.25 3.52  0.482
H: 0.18 2.94 3.13  0.483
O: -2.84 -1.73 2.19  -0.936
H: -3.68 -1.26 2.09  0.471
H: -2.58 -1.85 1.27  0.464

## Properties
Orbital gap   10.05 eV

***

Respective total energy values: -35358.9865, -35360.1061, -35357.4305 eV.
Respective ΔE to the lowest compared entry with this formula, charge and spin values: 291.8, 183.8, 442.0 kJ/mol.
Respective max |F| values: 0.0623, 0.0613, 0.0598 Eh/bohr.